1.
C4H6O4 | ωB97M-V/def2-TZVPD

Calculated values
energy = -12431.0030 eV
highest occupied orbital energy = -10.81 eV
energy above the lowest of the compared OMol25 structures with the same formula, charge and spin = 119.2 kcal per mole
max |F| = 9.397 eV/A
SMILES = COC(=O)CC(=O)O

The geometry in XYZ format:
```
14
Properties=species:S:1:pos:R:3:forces:R:3:mulliken_charge:R:1
C 2.02778 -0.51982 -0.42999 -1.470 0.180 -1.054 -0.488
O 1.89688 0.35525 0.76684 -3.588 -0.545 -0.967 -0.300
C 0.45713 0.57149 0.97834 -1.180 -0.447 6.980 0.524
O 0.01385 0.48952 2.25179 2.920 0.710 -8.440 -0.506
C -0.65490 0.95619 -0.16363 -0.149 -0.955 0.222 -0.307
C -2.02595 0.06739 0.19186 -4.805 2.317 0.178 0.448
O -3.22793 0.63956 0.33789 8.316 -4.296 -0.833 -0.496
O -1.79270 -1.41017 0.27727 -0.272 3.022 -1.922 -0.453
H 1.83895 0.20011 -1.36121 0.785 -1.880 1.704 0.206
H 1.10579 -1.27408 -0.36472 2.323 1.230 -0.398 0.199
H 3.04853 -1.09204 -0.48448 -2.056 1.441 0.419 0.259
H -0.36808 0.65412 -1.25953 -0.337 0.632 2.159 0.279
H -0.84134 2.11309 -0.10858 0.142 -2.443 0.009 0.294
H -1.47802 -1.75060 -0.63185 -0.630 1.034 1.944 0.342
```
Forces are in eV/Å.

***

2.
C20H36F2MnN2OSi3 | ωB97M-V/def2-TZVPD

Calculated values
energy = -86742.8888 eV
highest occupied orbital energy (spin up / spin down) = -7.74 / -8.17 eV
energy above the lowest of the compared OMol25 structures with the same formula, charge and spin = 0.0 kcal per mole
max |F| = 1.111 eV/A
multiplicity = 6

The geometry in XYZ format:
```
65
Properties=species:S:1:pos:R:3:forces:R:3:lowdin_spin:R:1
Mn 0.18283 -0.23726 0.12065 0.045 -0.143 0.172 4.719
N 2.56160 -0.46354 -0.14245 -0.126 -0.216 -0.085 0.031
C 3.40535 -1.62628 -0.22239 0.011 0.040 -0.013 0.003
C 4.73105 -1.52388 -0.53578 0.068 -0.035 -0.099 0.001
C 5.55820 -2.66596 -0.60540 -0.020 0.073 -0.001 0.000
C 5.04232 -3.89952 -0.34427 -0.035 -0.043 0.003 0.000
C 3.67528 -4.04080 -0.00806 0.035 -0.027 0.006 0.000
C 3.08935 -5.29543 0.28218 0.081 0.004 -0.036 0.000
C 1.76852 -5.35695 0.59682 -0.065 0.039 -0.001 0.000
C 1.02514 -4.15675 0.62291 -0.051 -0.066 -0.004 0.001
N 1.52204 -2.97550 0.37384 0.088 0.116 -0.061 0.019
C 2.84360 -2.90062 0.05186 -0.082 0.041 0.111 0.001
H 2.75170 0.16374 -0.91827 -0.004 0.022 -0.020 0.002
H 2.80779 0.08145 0.67990 -0.056 0.029 0.032 0.003
H 5.14994 -0.54447 -0.73620 0.008 -0.013 0.005 0.000
H 6.60323 -2.55182 -0.86038 -0.005 0.009 -0.002 0.000
H 5.66581 -4.78425 -0.38753 -0.006 0.004 0.002 0.000
H 3.70096 -6.18907 0.24318 0.009 0.011 0.003 0.000
H 1.27622 -6.29504 0.81307 0.006 0.009 0.009 0.000
H -0.03514 -4.19398 0.83279 0.058 -0.001 0.024 0.000
C -2.38262 2.98789 0.02711 0.040 -0.040 -0.014 0.002
O -1.90804 1.65866 0.11921 -0.214 -0.151 0.025 0.021
Si -2.89305 0.34241 -0.26463 -0.006 0.221 0.086 0.008
C -4.49296 0.47798 0.71320 -0.051 -0.005 0.042 0.000
C -3.49374 0.71690 -2.01174 0.109 -0.071 -0.168 0.001
C -1.86932 -1.16732 0.06946 1.011 0.399 -0.230 0.014
Si -1.85062 -2.18194 -1.49391 -0.305 -0.162 0.068 0.014
C -3.61055 -2.74422 -1.88414 -0.118 0.055 -0.013 0.002
C -0.93592 -3.81758 -1.73032 0.085 -0.026 0.256 0.001
C -1.08102 -1.18560 -2.92532 -0.015 0.096 0.021 0.010
Si -1.96327 -1.51905 1.89440 -0.296 -0.165 0.141 0.015
C -1.69914 0.08466 2.86983 -0.054 0.042 -0.013 0.012
C -3.56755 -2.36697 2.38637 -0.119 -0.001 -0.009 0.002
C -0.68641 -2.58358 2.79744 0.130 -0.011 -0.188 0.005
H -3.30922 3.12573 0.59278 0.007 -0.010 0.008 0.001
H -2.56320 3.27827 -1.01219 0.000 -0.012 0.000 0.000
H -1.63038 3.65746 0.44355 0.022 0.015 0.003 0.000
H -4.98949 1.41930 0.46055 0.009 -0.012 0.022 0.000
H -4.39220 0.42632 1.79465 0.004 0.012 0.044 0.000
H -5.16546 -0.32765 0.40171 0.017 0.017 -0.007 0.000
H -4.42608 1.28184 -1.93199 0.035 0.032 -0.009 0.000
H -3.69618 -0.15299 -2.63241 -0.023 0.088 0.007 0.000
H -2.76860 1.33930 -2.54068 0.019 -0.024 -0.029 0.000
H -3.92342 -3.40031 -1.06450 0.002 -0.019 -0.041 0.000
H -3.67356 -3.31987 -2.81192 0.006 0.032 0.013 0.000
H -4.33975 -1.93299 -1.93418 0.019 -0.111 0.021 0.000
H -1.26354 -4.64318 -1.09402 -0.015 0.047 0.015 0.000
H 0.15005 -3.74067 -1.67656 -0.078 0.013 -0.074 0.000
H -1.19877 -4.07819 -2.75952 0.017 -0.072 -0.010 0.000
H -1.81809 -0.78789 -3.62280 -0.042 -0.024 -0.005 0.001
H -0.41108 -1.83078 -3.49857 0.019 0.008 0.024 0.000
H -0.49469 -0.32068 -2.59352 0.006 0.008 0.013 0.005
H -2.38322 0.90134 2.65292 -0.069 0.007 -0.030 0.000
H -0.69506 0.48022 2.67928 0.023 -0.013 0.017 0.007
H -1.75331 -0.13690 3.93983 -0.040 -0.013 -0.029 0.001
H -4.45428 -1.76905 2.17722 0.006 -0.051 0.007 0.000
H -3.57169 -2.62644 3.44900 0.005 0.014 -0.032 0.000
H -3.65832 -3.29695 1.81495 -0.007 0.008 0.039 0.000
H 0.35052 -2.28912 2.62702 0.007 0.001 0.022 0.001
H -0.76394 -3.65724 2.63153 -0.074 0.001 0.020 0.000
H -0.91258 -2.40257 3.85152 0.030 -0.040 0.020 0.000
F 0.96497 1.68212 -1.00184 0.041 0.224 0.109 0.039
C 0.94099 1.76200 0.48823 -0.027 -0.115 -0.213 0.039
F 2.26269 2.08068 0.80541 0.018 -0.025 0.016 0.009
H 0.39299 2.68470 0.66999 -0.093 -0.021 0.010 0.005
```
Forces are in eV/Å.

***

3.
C18H19NO6S | ωB97M-V/def2-TZVPD

Calculated values
energy = -43584.3970 eV
highest occupied orbital energy = -8.90 eV
energy above the lowest of the compared OMol25 structures with the same formula, charge and spin = 13.4 kcal per mole
max |F| = 0.954 eV/A
SMILES = CNS(=O)(=O)c1cccc(C(=O)OCc2cc(C(C)=O)ccc2OC)c1

The geometry in XYZ format:
```
45
Properties=species:S:1:pos:R:3:forces:R:3:mulliken_charge:R:1
C -2.47839 3.64586 -0.87721 -0.288 0.276 0.272 -0.837
N -1.34172 2.98254 -1.46585 0.935 0.192 -0.010 -0.248
S 0.15983 3.41006 -0.89246 -0.397 -0.391 -0.236 1.117
O 1.10359 2.63485 -1.64484 -0.135 -0.150 0.225 -0.655
O 0.24054 4.83658 -0.90803 -0.219 0.050 0.305 -0.684
C 0.15555 2.82295 0.80322 0.039 0.248 -0.604 0.060
C -0.33376 3.60294 1.83377 -0.022 0.143 0.032 -0.521
C -0.43262 3.05601 3.10560 0.003 -0.007 -0.030 -0.628
C -0.05859 1.74071 3.33256 0.071 -0.169 -0.087 -0.593
C 0.45895 0.97552 2.29333 -0.098 0.189 -0.251 0.562
C 0.79558 -0.47166 2.43365 -0.316 0.015 0.226 0.458
O 0.13581 -1.26825 3.05152 0.106 0.029 -0.005 -0.599
O 1.87830 -0.75853 1.71382 0.384 0.256 0.083 -0.311
C 2.04318 -2.10738 1.25803 -0.138 -0.404 -0.225 -1.033
C 1.20958 -2.23360 0.00834 0.357 0.249 0.154 0.346
C 0.03190 -2.95037 0.00368 -0.072 0.019 -0.288 -0.404
C -0.82189 -2.92191 -1.10076 0.293 0.380 -0.308 0.054
C -2.10733 -3.65475 -1.15897 -0.164 -0.180 0.159 1.014
C -2.39314 -4.62651 -0.04056 -0.266 -0.041 -0.195 -1.400
O -2.89370 -3.47833 -2.06505 0.023 -0.034 0.019 -0.616
C -0.46493 -2.13061 -2.19255 -0.170 -0.232 0.232 -1.122
C 0.70955 -1.40833 -2.20736 0.322 0.249 -0.005 -0.560
C 1.56936 -1.45285 -1.11075 -0.293 -0.307 0.080 0.984
O 2.73815 -0.79044 -1.01964 -0.161 -0.252 0.301 -0.411
C 3.12684 0.08309 -2.06283 0.085 0.271 -0.286 -0.753
C 0.56321 1.52601 1.01965 0.127 -0.183 0.172 -0.313
H -3.34055 3.54193 -1.53442 0.037 0.025 0.015 0.323
H -2.73282 3.25875 0.11660 -0.029 0.046 -0.043 0.296
H -2.21339 4.69814 -0.79855 -0.250 0.068 0.034 0.339
H -1.43593 1.98572 -1.57932 0.155 -0.220 -0.043 0.281
H -0.61941 4.62313 1.63117 -0.048 0.138 0.055 0.515
H -0.81400 3.65430 3.91889 -0.017 0.054 0.059 0.417
H -0.15621 1.30049 4.31316 -0.032 -0.043 0.094 0.465
H 3.10796 -2.21845 1.05100 -0.132 0.024 0.108 0.353
H 1.71685 -2.80805 2.03106 0.097 0.083 -0.128 0.460
H -0.22744 -3.51455 0.88560 -0.027 -0.062 0.130 0.347
H -3.32342 -5.14839 -0.24941 0.000 0.017 -0.012 0.359
H -1.58368 -5.34659 0.05167 0.088 -0.057 0.084 0.387
H -2.49099 -4.08870 0.90023 0.040 0.012 0.135 0.363
H -1.13818 -2.09418 -3.03619 -0.045 -0.001 -0.060 0.465
H 0.94822 -0.79649 -3.06220 0.052 0.051 -0.095 0.457
H 3.21453 -0.44808 -3.01468 0.004 -0.008 0.042 0.378
H 2.43410 0.92427 -2.16053 0.064 -0.169 0.004 0.273
H 4.10525 0.45888 -1.76923 -0.059 -0.007 -0.067 0.262
H 0.95528 0.95423 0.19481 0.096 -0.169 -0.041 0.354
```
Forces are in eV/Å.

***

4.
CH3N5O | ωB97M-V/def2-TZVPD

Calculated values
energy = -10556.1965 eV
charge = +2
highest occupied orbital energy = -22.19 eV
energy above the lowest of the compared OMol25 structures with the same formula, charge and spin = 47.7 kcal per mole
max |F| = 4.721 eV/A
SMILES = [NH2+]=C1N=NN[N+]1=O

The geometry in XYZ format:
```
10
Properties=species:S:1:pos:R:3:forces:R:3:mulliken_charge:R:1
N -0.62252 1.03571 -0.02188 -0.052 -1.753 -1.220 0.005
C 0.21200 0.18561 0.32200 0.238 -2.491 -0.694 0.495
N 1.09240 0.04430 1.30266 -0.161 4.179 1.891 -0.106
N 1.69642 -1.00114 1.20743 2.519 -1.103 2.597 0.004
N 1.29525 -1.76579 0.23164 0.961 -4.543 -0.851 0.019
N 0.33943 -1.20211 -0.41699 -1.026 1.836 -0.411 0.848
O -0.28719 -1.50369 -1.33618 -0.772 -1.055 -1.344 -0.304
H -0.67561 1.82189 0.53812 -0.523 2.945 1.472 0.322
H -1.26431 0.86414 -0.78924 -0.488 0.254 -0.538 0.327
H 1.59086 -2.81564 0.31222 -0.696 1.732 -0.903 0.391
```
Forces are in eV/Å.

***

Question: energy above the lowest of the compared OMol25 structures with the same formula, charge and spin of number 1 (C4H6O4)?
Answer: 119.2 kcal per mole